[1]
Formula: CH5FOP2
Source: OMol25
Level of theory: ωB97M-V with the def2-TZVPD basis set

```
10
Properties=species:S:1:pos:R:3:forces:R:3
C 1.809 0.724 0.104 -1.515 -3.043 3.770
O -2.645 -0.458 0.134 0.288 1.363 0.455
F 0.491 -0.557 2.681 0.096 -0.055 0.544
P -1.436 -1.133 1.003 -0.871 0.070 1.622
P -0.349 0.565 1.879 2.285 0.748 -1.881
H 1.384 0.778 -0.824 -1.299 -0.443 -2.238
H 2.119 -0.281 0.545 -0.463 1.438 -1.023
H 2.508 1.476 0.215 1.211 1.679 0.905
H -2.979 -1.066 -0.491 -0.571 -0.971 -1.200
H -2.168 -0.923 2.319 0.839 -0.786 -0.954
```
Forces are in eV/Å.

ΔE to the lowest compared entry with this formula, charge and spin: 257.9 kJ/mol
max |F|: 5.1 eV/Å
lowest unoccupied orbital energy (spin up / spin down): -0.011 / -0.014 Ha
total charge: 0
DFT total energy: -24457.983 eV

Here are the natural (NBO) charges for atoms 1 to 5, given in e: C -0.671; O -0.986; F -0.603; P 0.560; P 0.729

---

[2]
Formula: C4H10NO2
Source: OMol25
Level of theory: ωB97M-V with the def2-TZVPD basis set

```
17
Properties=species:S:1:pos:R:3:forces:R:3
C 2.886 -0.681 0.049 -1.359 3.381 1.535
C -1.759 0.887 1.042 -2.700 -0.580 1.056
C -0.876 0.395 -1.341 3.303 -0.650 -0.576
C -1.126 -0.026 0.085 -0.587 -1.048 -2.504
N -0.952 -1.309 0.186 -0.398 -0.141 1.871
O 3.649 0.424 0.189 -0.371 0.715 0.527
O 1.679 -0.552 -0.075 1.118 -1.288 -0.291
H 3.473 -1.530 0.346 0.147 -0.974 -0.736
H -1.660 2.000 0.864 0.567 -1.503 0.414
H -2.940 0.745 0.847 2.402 0.098 0.206
H -1.644 0.461 2.087 0.067 1.190 -1.015
H -1.373 1.291 -1.479 -1.060 1.851 -0.685
H 0.302 0.668 -1.416 -2.737 -0.749 0.135
H -1.140 -0.346 -2.194 0.435 1.046 1.832
H -0.540 -1.725 -0.620 0.286 -0.571 -0.364
H 3.112 1.250 0.444 0.798 -1.868 -0.979
H -1.091 -1.951 0.989 0.090 1.093 -0.428
```
Forces are in eV/Å.

ΔE to the lowest compared entry with this formula, charge and spin: 171.7 kJ/mol
max |F|: 4.0 eV/Å
lowest unoccupied orbital energy: -0.155 Ha
total charge: +1
DFT total energy: -9887.809 eV

Here are the natural (NBO) charges for atoms 1 to 5, given in e: C 0.674; C -0.730; C -0.713; C 0.511; N -0.622

---

[3]
Formula: C29H25ClIrN6O12
Source: OMol25
Level of theory: ωB97M-V with the def2-TZVPD basis set

```
74
Properties=species:S:1:pos:R:3:forces:R:3
Ir -0.214 0.347 0.680 -0.047 0.850 -0.027
Cl -1.613 7.167 2.074 0.003 -0.006 0.017
C -0.960 5.567 1.991 -0.023 0.021 0.025
C 0.434 5.389 1.988 0.007 0.017 -0.015
C 0.987 4.139 1.899 -0.048 -0.022 0.076
C 0.175 2.988 1.786 -0.116 0.059 0.161
O 0.773 1.836 1.653 0.177 -0.368 -0.054
C -1.239 3.176 1.843 0.054 -0.118 -0.247
C -2.155 2.086 1.886 0.320 0.121 0.386
O -1.888 0.878 1.726 -0.394 -0.103 -0.794
C -1.780 4.479 1.947 0.027 -0.003 0.022
H 1.073 6.260 2.059 -0.007 0.005 -0.010
H 2.061 4.003 1.915 -0.003 -0.008 -0.029
H -3.191 2.314 2.155 0.019 -0.019 0.039
H -2.855 4.605 1.994 -0.001 0.004 -0.016
C -2.523 -2.142 -3.710 0.001 0.015 0.023
O -2.424 -2.729 -2.417 -0.030 -0.010 -0.008
C -1.208 -3.104 -1.981 0.016 -0.034 -0.006
C -0.036 -3.012 -2.726 -0.018 0.018 0.006
C 1.153 -3.516 -2.223 0.009 -0.009 0.020
C 1.193 -4.131 -0.981 -0.012 -0.021 -0.015
C 0.037 -4.197 -0.223 0.036 0.059 0.026
C -1.148 -3.656 -0.697 0.032 0.049 0.018
N -2.300 -3.777 0.126 -0.014 -0.003 0.046
C -3.375 -3.035 0.309 0.042 0.033 -0.009
C -3.705 -1.727 -0.084 0.013 -0.027 -0.039
C -5.088 -1.402 -0.072 -0.019 0.005 -0.046
C -5.534 -0.195 -0.522 -0.012 -0.025 -0.017
C -4.593 0.734 -1.012 0.035 -0.015 -0.028
C -3.247 0.479 -0.994 -0.012 0.029 0.163
C -2.748 -0.733 -0.457 0.019 -0.089 -0.057
O -1.492 -0.982 -0.282 0.572 -0.222 0.046
H -3.580 -1.943 -3.863 0.002 0.009 0.001
H -2.164 -2.828 -4.479 -0.008 0.000 -0.004
H -1.964 -1.205 -3.753 0.007 -0.003 -0.001
H -0.051 -2.553 -3.703 -0.003 -0.017 -0.012
H 2.051 -3.442 -2.821 0.004 -0.004 0.004
H 2.114 -4.559 -0.610 0.004 0.019 -0.008
H 0.050 -4.654 0.761 -0.005 0.011 0.004
H -2.303 -4.639 0.655 -0.063 -0.053 -0.077
H -4.146 -3.565 0.860 0.009 0.004 0.023
H -5.795 -2.152 0.265 0.004 0.005 0.016
H -6.589 0.037 -0.531 0.003 0.006 0.001
H -4.942 1.681 -1.407 -0.008 -0.007 -0.009
H -2.539 1.210 -1.355 0.014 0.042 0.004
C 2.880 -2.986 2.028 -0.021 -0.110 0.187
N 1.846 -2.010 1.730 -0.018 -0.106 0.374
C 0.698 -1.914 2.383 0.343 -0.202 -0.111
N 0.381 -2.820 3.344 0.043 0.091 -0.063
O -0.172 -1.030 2.145 -0.329 0.266 0.378
H 3.803 -2.651 1.564 -0.153 -0.183 0.105
H 2.624 -3.973 1.639 -0.008 -0.025 0.038
H 3.061 -3.054 3.102 -0.029 -0.009 0.047
H 2.027 -1.327 0.999 -0.062 -0.118 -0.046
H 1.099 -3.398 3.744 0.031 0.010 -0.016
H -0.374 -2.549 3.952 -0.029 -0.027 -0.018
O 4.534 5.187 -2.223 0.012 -0.034 -0.003
N 5.039 4.163 -1.815 0.004 0.038 0.018
O 6.226 3.926 -1.764 -0.019 0.006 0.013
C 4.130 3.114 -1.337 -0.017 -0.072 -0.009
C 4.655 1.958 -0.772 0.013 0.004 -0.010
C 3.807 0.958 -0.374 0.165 -0.032 -0.139
C 2.386 1.025 -0.489 0.110 0.275 -0.225
O 1.663 0.050 -0.110 -0.490 -0.400 -0.106
C 1.927 2.274 -1.030 -0.034 0.076 0.250
C 2.778 3.290 -1.450 0.012 -0.029 0.084
N 0.528 2.565 -1.121 0.208 -0.358 -0.213
O -0.290 1.601 -0.993 -0.610 0.401 0.408
O 0.133 3.656 -1.401 0.046 -0.067 -0.097
N 4.440 -0.229 0.215 -0.108 0.105 0.015
O 5.463 -0.061 0.838 -0.015 -0.040 -0.062
O 3.900 -1.309 0.040 0.351 0.307 -0.412
H 5.722 1.845 -0.646 0.013 0.014 -0.009
H 2.377 4.202 -1.867 0.002 0.020 0.021
```
Forces are in eV/Å.

ΔE to the lowest compared entry with this formula, charge and spin: 26.9 kJ/mol
max |F|: 0.9 eV/Å
lowest unoccupied orbital energy: -0.161 Ha
total charge: +1
DFT total energy: -79337.324 eV

Here are the Löwdin charges for atoms 1 to 5, given in e: Ir 1.533; Cl 0.696; C -0.663; C -0.059; C 0.006

---

[4]
Formula: C13H15I
Source: OMol25
Level of theory: ωB97M-V with the def2-TZVPD basis set

```
29
Properties=species:S:1:pos:R:3:forces:R:3
C -1.043 0.861 -1.381 -0.520 -2.598 -0.423
C -1.527 -0.401 -0.672 0.321 0.464 -1.086
C 0.448 -0.376 2.687 -0.658 -0.804 -1.178
C 1.215 -1.528 1.907 -2.694 0.727 -1.476
C -0.648 -1.251 0.134 0.365 -1.184 -0.227
C -0.705 1.826 -0.584 -0.653 1.024 3.220
C -0.048 0.238 1.347 1.054 0.034 0.574
C -1.686 -0.195 0.852 -0.985 1.132 0.195
C 0.709 -0.788 0.507 1.124 -0.585 0.912
C -0.852 1.332 0.867 0.167 -1.864 0.238
C -2.584 -1.179 -1.483 0.307 -1.245 2.114
C -0.332 3.241 -0.794 1.395 0.054 -2.543
C 1.708 -0.449 -0.602 0.661 3.761 2.799
I -1.582 2.571 2.421 -0.017 0.021 -0.308
H -1.018 0.789 -2.450 0.180 0.542 -0.466
H -0.280 -0.665 3.414 -0.979 -0.330 0.058
H 1.112 0.218 3.273 0.752 0.880 -0.105
H 2.243 -1.376 2.094 1.252 -0.354 -0.159
H 0.871 -2.618 2.010 0.507 1.732 0.012
H -0.932 -2.319 0.251 0.137 0.801 0.093
H -2.156 -2.161 -1.827 -0.577 0.929 0.258
H -2.883 -0.608 -2.319 -0.485 0.567 -0.917
H -3.455 -1.356 -0.804 0.532 -0.047 -0.726
H 0.094 3.755 0.034 -0.754 0.461 1.210
H -1.074 3.805 -1.407 0.522 -0.246 0.871
H 0.609 3.230 -1.385 -0.500 -0.033 -0.457
H 1.413 0.632 -0.941 0.846 -2.086 0.303
H 1.589 -1.095 -1.406 0.369 -1.251 -1.457
H 2.763 -0.352 -0.113 -1.670 -0.501 -1.330
```
Forces are in eV/Å.

ΔE to the lowest compared entry with this formula, charge and spin: 366.4 kJ/mol
max |F|: 4.7 eV/Å
lowest unoccupied orbital energy: 0.018 Ha
total charge: 0
DFT total energy: -21818.104 eV

Here are the natural (NBO) charges for atoms 1 to 5, given in e: C -0.170; C -0.143; C -0.412; C -0.382; C -0.129

---

[5]
Formula: C54H102O22
Source: OMol25
Level of theory: ωB97M-V with the def2-TZVPD basis set

```
178
Properties=species:S:1:pos:R:3:forces:R:3
C 0.610 -2.863 9.042 0.772 -0.361 0.865
C 2.077 -3.169 9.479 -0.894 0.396 -0.422
C 2.438 -4.658 9.387 0.164 0.395 -0.435
C 1.967 -5.319 8.057 0.730 0.152 1.223
C 2.845 -6.556 7.793 -0.839 -0.128 -0.279
C 2.479 -7.370 6.514 -0.159 0.378 0.301
C 1.622 -6.627 5.475 0.783 -0.634 -0.818
C 2.434 -5.625 4.596 -1.837 -0.484 0.502
C 1.540 -5.226 3.385 0.996 -0.001 -0.251
C 2.320 -5.124 2.049 0.387 0.583 0.480
C 1.842 -4.009 1.081 -0.079 -0.781 -0.183
C 0.325 -3.766 1.064 -0.053 0.478 -0.880
C -0.090 -2.498 0.262 0.072 -0.261 0.721
C 0.535 -1.193 0.808 -0.560 0.338 -0.916
C 0.793 -0.192 -0.353 0.313 0.022 0.932
C 1.802 0.941 0.035 -1.104 -0.532 0.050
C 1.085 1.835 1.005 0.879 -0.193 -0.434
C 0.386 2.931 0.726 0.217 -0.205 0.384
C 0.157 3.595 -0.610 -0.612 0.192 1.272
C -0.084 5.105 -0.390 -0.057 0.685 -0.806
C 0.473 5.982 -1.523 -0.071 -0.759 -0.559
C 1.979 5.789 -1.802 0.043 1.208 0.504
C 2.887 5.750 -0.551 0.925 -1.306 -0.436
C 4.032 4.721 -0.827 -0.689 0.952 0.738
C 5.025 4.593 0.346 0.230 -0.390 -1.377
C 6.287 3.855 -0.178 -0.780 -0.923 0.343
C 6.032 2.324 -0.198 0.250 0.524 0.548
O 7.200 1.665 0.273 -0.476 -0.451 -0.213
C 6.979 0.245 0.362 0.534 0.765 -0.325
C -0.151 3.379 2.055 0.492 -0.630 0.070
O -0.932 4.206 2.334 -1.373 1.746 -0.013
O 0.361 2.608 3.096 0.199 -0.317 -1.139
C 1.068 1.590 2.480 -0.919 2.119 -1.433
O 1.559 0.738 3.088 1.543 -2.536 1.706
H -0.032 -3.598 9.547 -0.163 0.108 -0.406
H 0.318 -1.882 9.427 -0.005 -0.034 -0.360
H 0.524 -2.911 7.956 -0.321 -0.008 0.173
H 2.724 -2.575 8.819 0.109 -0.158 0.248
H 2.176 -2.777 10.498 0.325 -0.221 -0.122
H 2.023 -5.192 10.251 0.085 -0.031 -0.171
H 3.533 -4.741 9.426 -0.170 -0.071 0.218
H 2.090 -4.575 7.264 -0.273 -0.199 -0.019
H 0.914 -5.569 8.222 0.081 -0.043 -0.588
H 3.889 -6.223 7.783 -0.115 -0.160 -0.026
H 2.691 -7.228 8.648 0.416 0.163 -0.024
H 1.956 -8.283 6.826 -0.013 0.180 -0.079
H 3.394 -7.711 6.012 -0.135 0.046 0.109
H 0.717 -6.168 5.885 0.246 0.052 0.096
H 1.266 -7.392 4.765 -0.041 0.079 0.221
H 2.583 -4.740 5.224 0.687 -0.051 -0.353
H 3.362 -6.121 4.296 0.017 0.321 0.027
H 1.103 -4.251 3.621 -0.218 -0.253 -0.099
H 0.764 -5.987 3.250 -0.172 0.372 0.176
H 3.362 -4.885 2.312 -0.146 -0.099 -0.156
H 2.370 -6.104 1.558 -0.229 0.149 0.044
H 2.107 -4.339 0.065 0.046 0.241 0.130
H 2.436 -3.107 1.259 -0.328 -0.022 0.163
H -0.137 -3.683 2.053 0.283 -0.106 -0.024
H -0.128 -4.622 0.544 -0.072 0.054 0.344
H -1.183 -2.425 0.352 0.159 0.058 -0.211
H 0.126 -2.617 -0.808 0.136 -0.080 0.194
H 1.450 -1.354 1.383 -0.161 -0.064 -0.091
H -0.209 -0.710 1.454 0.326 -0.228 0.264
H 1.140 -0.729 -1.241 -0.046 0.192 0.058
H -0.165 0.310 -0.540 0.166 -0.225 -0.525
H 2.701 0.517 0.491 -0.027 0.089 -0.167
H 2.025 1.482 -0.889 0.267 0.111 0.301
H -0.745 3.127 -1.027 0.162 0.169 -0.205
H 0.983 3.373 -1.292 -0.025 0.091 0.189
H -1.162 5.297 -0.334 0.170 -0.090 0.142
H 0.334 5.478 0.548 -0.047 -0.345 -0.034
H 0.232 7.034 -1.335 0.123 -0.144 0.102
H -0.056 5.710 -2.451 0.017 0.210 0.156
H 2.191 4.929 -2.448 -0.262 -0.050 0.264
H 2.300 6.662 -2.390 -0.054 -0.262 -0.065
H 3.388 6.700 -0.334 -0.445 0.059 -0.001
H 2.390 5.393 0.359 -0.155 0.307 -0.161
H 3.537 3.758 -1.017 0.346 0.038 -0.162
H 4.538 5.071 -1.736 0.063 -0.331 0.090
H 4.544 3.974 1.112 0.205 0.374 0.224
H 5.280 5.582 0.739 -0.087 -0.144 0.028
H 6.476 4.126 -1.221 0.331 0.447 0.327
H 7.156 4.027 0.462 -0.036 0.040 -0.219
H 5.761 1.975 -1.208 0.096 -0.007 0.151
H 5.198 2.074 0.482 0.056 0.062 -0.193
H 7.801 -0.222 -0.192 -0.256 -0.245 0.187
H 6.999 -0.065 1.412 -0.120 -0.033 -0.191
H 6.022 0.009 -0.114 0.156 -0.314 0.176
C 9.291 -6.601 -1.745 0.254 0.148 0.076
C 8.239 -5.717 -2.383 -0.006 -0.529 -0.057
O 8.379 -4.351 -1.968 -0.065 0.186 -0.095
C 9.357 -3.666 -2.564 0.058 -0.119 0.152
O 10.107 -4.085 -3.409 -0.126 0.096 0.051
O 9.375 -2.434 -2.044 -0.062 -0.064 -0.079
C 10.440 -1.612 -2.526 0.159 0.259 -0.031
H 9.276 -6.488 -0.659 -0.124 -0.071 -0.012
H 9.115 -7.647 -1.995 -0.048 0.022 0.005
H 10.290 -6.330 -2.084 -0.050 -0.022 -0.101
H 7.249 -6.032 -2.056 -0.025 0.261 0.084
H 8.260 -5.789 -3.471 0.137 0.145 0.019
H 10.453 -1.580 -3.613 0.038 -0.131 0.023
H 11.394 -1.976 -2.144 0.001 -0.057 -0.124
H 10.269 -0.608 -2.146 -0.156 -0.099 0.104
C -3.255 9.696 -5.866 -0.136 0.093 0.262
C -2.769 8.263 -5.809 -0.079 0.256 -0.474
O -2.478 7.861 -4.463 0.036 -0.217 0.089
C -3.538 7.561 -3.710 0.093 0.216 0.051
O -4.689 7.588 -4.060 0.093 -0.133 0.033
O -3.098 7.242 -2.486 -0.010 -0.098 -0.152
C -4.142 6.991 -1.542 -0.174 -0.079 0.288
H -2.543 10.361 -5.374 0.080 -0.031 -0.115
H -3.383 10.017 -6.900 0.042 -0.033 0.000
H -4.209 9.808 -5.351 -0.028 -0.079 -0.078
H -1.834 8.171 -6.360 0.099 -0.103 0.239
H -3.484 7.577 -6.265 -0.078 -0.002 0.185
H -4.843 6.245 -1.915 -0.049 0.133 -0.097
H -4.661 7.920 -1.310 -0.111 -0.070 -0.089
H -3.685 6.609 -0.632 0.242 0.063 -0.130
C -3.667 -6.143 -5.092 -0.096 -0.157 0.236
C -3.344 -4.693 -4.792 0.193 -0.246 -0.417
O -4.101 -4.207 -3.676 0.038 0.160 0.127
C -3.660 -4.582 -2.473 -0.072 -0.099 -0.062
O -2.695 -5.269 -2.252 -0.084 0.139 -0.003
O -4.487 -4.076 -1.553 0.076 0.046 -0.059
C -4.185 -4.475 -0.216 0.021 -0.064 0.346
H -4.742 -6.275 -5.225 0.025 0.074 -0.121
H -3.155 -6.470 -5.997 -0.014 0.049 -0.008
H -3.361 -6.791 -4.271 0.101 0.052 -0.024
H -3.626 -4.072 -5.642 -0.157 0.135 0.181
H -2.277 -4.546 -4.622 -0.046 -0.048 0.189
H -3.145 -4.269 0.034 0.020 -0.099 -0.102
H -4.405 -5.534 -0.085 0.148 -0.012 -0.021
H -4.823 -3.903 0.454 -0.104 0.105 -0.236
C -1.364 -0.424 -5.526 -0.072 0.065 0.280
C -1.860 0.579 -6.548 0.395 -0.354 -0.106
O -3.004 1.297 -6.065 -0.076 0.203 -0.062
C -2.747 2.271 -5.192 0.004 -0.218 0.078
O -1.659 2.600 -4.791 -0.138 0.024 -0.073
O -3.913 2.808 -4.817 0.111 0.057 -0.074
C -3.789 3.808 -3.804 -0.084 0.280 0.260
H -2.175 -1.086 -5.216 0.009 -0.049 -0.120
H -0.554 -1.025 -5.941 -0.029 0.010 -0.041
H -0.996 0.076 -4.630 0.064 0.046 -0.074
H -2.187 0.057 -7.446 -0.240 0.131 0.044
H -1.072 1.273 -6.845 -0.067 0.103 0.159
H -3.075 4.578 -4.091 0.104 -0.122 0.024
H -3.495 3.345 -2.861 0.136 0.054 -0.039
H -4.765 4.273 -3.674 -0.074 -0.169 -0.170
C -3.873 -2.636 4.197 0.254 0.129 0.063
C -4.938 -1.674 3.709 -0.004 -0.500 -0.105
O -4.781 -0.376 4.297 -0.059 0.145 -0.100
C -3.814 0.380 3.769 0.097 -0.026 0.150
O -3.091 0.068 2.854 -0.130 0.041 0.051
O -3.773 1.532 4.439 -0.085 -0.167 -0.138
C -2.709 2.398 4.027 0.153 0.248 0.054
H -3.858 -2.668 5.287 -0.119 -0.069 -0.019
H -4.059 -3.641 3.815 -0.048 0.016 0.017
H -2.881 -2.322 3.870 -0.052 -0.004 -0.095
H -5.921 -2.029 4.017 -0.020 0.240 0.116
H -4.945 -1.601 2.621 0.134 0.141 0.033
H -2.733 2.562 2.953 -0.019 -0.117 0.017
H -1.752 1.979 4.328 0.000 -0.035 -0.114
H -2.848 3.352 4.528 -0.171 -0.104 0.079
C -10.002 2.108 -1.529 0.280 -0.085 -0.074
C -10.567 3.209 -2.402 -0.305 -0.315 0.279
O -9.527 4.027 -2.953 0.006 0.117 -0.153
C -8.870 3.503 -3.991 0.072 -0.053 0.117
O -9.082 2.430 -4.497 -0.012 0.161 0.016
O -7.921 4.368 -4.360 -0.108 0.024 0.001
C -7.073 3.895 -5.409 0.233 -0.061 -0.223
H -9.348 2.527 -0.762 -0.124 0.048 0.055
H -10.806 1.552 -1.044 -0.015 0.050 0.000
H -9.406 1.408 -2.115 -0.100 -0.006 -0.057
H -11.187 3.872 -1.801 0.167 0.195 -0.092
H -11.197 2.808 -3.197 0.174 -0.014 -0.095
H -7.653 3.562 -6.268 -0.051 -0.108 0.108
H -6.441 3.089 -5.039 -0.103 -0.102 -0.118
H -6.438 4.721 -5.722 -0.120 0.140 0.221
```
Forces are in eV/Å.

max |F|: 3.4 eV/Å
SMILES: CCCCCCCCCCCCCCCCC1=C(CCCCCCCCCOC)C(=O)OC1=O.CCOC(=O)OC.CCOC(=O)OC.CCOC(=O)OC.CCOC(=O)OC.CCOC(=O)OC.CCOC(=O)OC
lowest unoccupied orbital energy: -0.010 Ha
total charge: 0
DFT total energy: -102698.260 eV

Here are the Löwdin charges for atoms 1 to 5, given in e: C -0.116; C -0.264; C -0.228; C -0.229; C -0.198